Record 1
Here is C5H6N2O as an isolated structure from OMol25. Energies are from ωB97M-V/def2-TZVPD.

Its lowest unoccupied orbital energy is 0.0117 Ha. As for the energy relative to the best compared isomer or geometry (same formula, charge and spin): 137.35 kcal per mole. For the HOMO energy, the calculation gives -8.56 eV. For the calculated total energy, the calculation gives -10303.6475 eV. The spin multiplicity is 1.

Each line ends with the natural charge from an NBO analysis.
Cartesian coordinates (Å):
1 C 0.2079 -0.0099 -1.3456  -0.589
2 C -0.1660 -1.2792 -0.6203  0.758
3 C 0.5115 0.7049 -0.0556  0.507
4 N 0.8362 -1.1223 0.5067  -0.867
5 N 1.2790 1.6776 0.1846  -0.803
6 C -1.1802 0.7489 0.6576  -0.250
7 C -2.2449 1.1275 1.0966  -0.261
8 O -0.8751 -2.2167 -0.8049  -0.464
9 H 0.7425 -0.9547 1.5015  0.431
10 H 1.5776 -1.8228 0.4407  0.409
11 H 2.0074 1.4937 0.8702  0.392
12 H 1.1216 -0.1557 -1.9366  0.249
13 H -0.5987 0.4191 -1.9346  0.258
14 H -3.2187 1.3895 1.4396  0.231


Record 2
Here is C5H6N2O as an isolated structure from OMol25. Energies are from ωB97M-V/def2-TZVPD.

Its lowest unoccupied orbital energy is 0.0265 Ha. As for the energy relative to the best compared isomer or geometry (same formula, charge and spin): 90.40 kcal per mole. For the HOMO energy, the calculation gives -9.52 eV. For the calculated total energy, the calculation gives -10305.6834 eV. The spin multiplicity is 1.

Each line ends with the natural charge from an NBO analysis.
Cartesian coordinates (Å):
1 C 1.7900 -0.4151 0.2485  0.591
2 C -0.6553 -0.6887 -0.6232  0.293
3 C 0.4328 0.1047 -0.0015  0.071
4 C -1.5777 0.4737 -0.0620  -0.477
5 C -0.3534 1.2490 0.5167  -0.456
6 N 2.4266 -1.1725 0.8587  -0.634
7 N -0.7062 -1.8008 -1.1154  -0.558
8 O 1.6621 0.5001 -0.7951  -0.472
9 H -2.1743 0.8931 -0.8652  0.234
10 H -2.3342 0.2258 0.8217  0.229
11 H -0.3050 1.6726 1.4961  0.237
12 H 0.1133 2.1202 0.0266  0.239
13 H 3.3874 -1.0830 0.6836  0.359
14 H -1.7060 -2.0792 -1.1893  0.344


Record 3
Here is C5H6N2O as an isolated structure from OMol25. Energies are from ωB97M-V/def2-TZVPD.

Its lowest unoccupied orbital energy is -0.0182 Ha. As for the energy relative to the best compared isomer or geometry (same formula, charge and spin): 177.91 kcal per mole. For the HOMO energy, the calculation gives -8.26 eV. For the calculated total energy, the calculation gives -10301.8884 eV. The spin multiplicity is 1.

Each line ends with the natural charge from an NBO analysis.
Cartesian coordinates (Å):
1 C -1.2912 -1.0787 0.5103  -0.274
2 C -1.3875 1.1034 -0.1784  0.080
3 C -0.0216 0.5792 -0.5407  -0.237
4 C 1.1203 1.1025 0.0089  -0.005
5 C 0.0910 -0.7788 -0.5756  0.096
6 H -1.8610 -1.9844 0.1235  0.195
7 H -1.1350 -1.0623 1.5393  0.193
8 H -1.6905 2.0955 -0.1954  0.192
9 H 1.2526 2.2657 0.1379  0.231
10 H 2.3492 0.4482 1.6064  0.379
11 H -0.4524 -1.5353 -1.5974  0.223
12 N -2.2941 0.2165 0.2526  -0.376
13 N 2.1937 0.2977 0.3425  -0.293
14 O 1.3968 -1.1741 -0.1408  -0.403


Record 4
Here is one molecule with the formula C5H6N2O from OMol25. Energies are from ωB97M-V/def2-TZVPD.

Its lowest unoccupied orbital energy is 0.0245 Ha. As for the energy relative to the best compared isomer or geometry (same formula, charge and spin): 79.82 kcal per mole. For the HOMO energy, the calculation gives -9.32 eV. Its SMILES is O[C@H]1Cc2n[nH]cc21. For the calculated total energy, the calculation gives -10306.1424 eV. The spin multiplicity is 1.

Each line ends with the natural charge from an NBO analysis.
Cartesian coordinates (Å):
1 O 2.3217 -0.5883 -0.4431  -0.712
2 C 1.3152 -0.1529 0.4612  0.115
3 C 0.9757 1.3545 0.0452  -0.436
4 C -0.4816 0.8287 0.0059  0.155
5 N -1.8396 1.0512 -0.2445  -0.280
6 N -2.3094 -0.2438 -0.0121  -0.343
7 C -1.3599 -1.1739 0.1226  -0.023
8 C -0.1512 -0.5120 0.1635  -0.233
9 H 2.1243 -1.6776 -0.6652  0.470
10 H 1.7084 -0.1486 1.4674  0.185
11 H 1.2931 1.4672 -1.0420  0.238
12 H 1.3048 2.3259 0.6497  0.229
13 H -3.2309 -0.3253 -0.5020  0.415
14 H -1.6705 -2.2051 -0.0066  0.218


Record 5
Here is one molecule with the formula C5H6N2O from OMol25. Energies are from ωB97M-V/def2-TZVPD.

Its lowest unoccupied orbital energy is -0.0103 Ha. As for the energy relative to the best compared isomer or geometry (same formula, charge and spin): 56.11 kcal per mole. For the HOMO energy, the calculation gives -8.88 eV. Its SMILES is CC1=CN=N/C1=C\O. For the calculated total energy, the calculation gives -10307.1703 eV. The spin multiplicity is 1.

Each line ends with the natural charge from an NBO analysis.
Cartesian coordinates (Å):
1 C -0.1037 -1.5491 0.8689  -0.651
2 C 0.3607 -0.6788 -0.3201  -0.038
3 C 0.9373 -1.0200 -1.4589  -0.136
4 N 1.1285 0.2030 -2.2239  -0.153
5 N 0.7592 1.2008 -1.5769  -0.175
6 C 0.1426 0.7654 -0.3957  -0.071
7 C -0.6529 1.4871 0.5030  0.273
8 O -0.8363 2.7863 0.4803  -0.632
9 H -1.2275 -1.5221 0.9729  0.227
10 H 0.4774 -1.1363 1.7850  0.219
11 H 0.3482 -2.5294 0.7898  0.231
12 H 1.1420 -2.0414 -1.8620  0.219
13 H -0.9038 0.8751 1.4107  0.180
14 H -1.5716 3.1595 1.0269  0.506


Record 6
Here is one molecule with the formula C5H6N2O from OMol25. Energies are from ωB97M-V/def2-TZVPD.

Its lowest unoccupied orbital energy is 0.0281 Ha. As for the energy relative to the best compared isomer or geometry (same formula, charge and spin): 130.44 kcal per mole. For the HOMO energy, the calculation gives -8.81 eV. Its SMILES is C#C/C(=N/O)N1CC1. For the calculated total energy, the calculation gives -10303.9471 eV. The spin multiplicity is 1.

Each line ends with the natural charge from an NBO analysis.
Cartesian coordinates (Å):
1 C -0.0158 2.9388 -0.0660  -0.182
2 C -0.2193 1.7465 -0.3048  -0.042
3 C -0.3129 0.4325 -0.6986  0.227
4 N -1.3634 0.1386 -1.3051  -0.093
5 O -1.4177 -1.2196 -1.4166  -0.591
6 N 0.6620 -0.5144 -0.3137  -0.402
7 C 1.2058 -0.3075 0.9987  -0.242
8 C 0.4615 -1.6100 0.6258  -0.234
9 H -0.2428 3.9314 0.1777  0.234
10 H -2.1991 -1.6669 -1.8948  0.497
11 H 0.5843 0.3695 1.5430  0.191
12 H 2.2268 -0.1760 1.0197  0.200
13 H 1.0734 -2.4651 0.3511  0.224
14 H -0.4429 -1.5977 1.2836  0.213


Q: The lowest energy relative to the best compared isomer or geometry (same formula, charge and spin) belongs to which entry?
A: number 5


Q: Number 2 is which compound?
A: C5H6N2O